This record from the OMol25 dataset describes a 4-piece molecular cluster, C28H65N11O8P3 overall at a distorted geometry. The level of theory is ωB97M-V/def2-TZVPD.

Each atom is followed by the atoms it is bonded to, with distances in Å.
Positions of all 115 atoms, in Å:
1 O 8.599 -0.287 6.697  N2 1.230
2 N 8.730 -1.145 5.826  O1 1.230, O3 1.352
3 O 8.378 -0.638 4.623  N2 1.352, C4 1.483
4 C 6.932 -0.849 4.376  O3 1.483, C5 1.643, H18 1.194, H19 1.180
5 C 6.471 0.122 3.135  C4 1.643, N6 1.543, C15 1.672, H20 1.171
6 N 4.929 0.170 3.090  C5 1.543, C7 1.512, H21 1.043
7 C 4.352 -1.137 2.595  N6 1.512, O8 1.472, H22 1.171, H23 1.194
8 O 3.358 -1.758 3.486  C7 1.472, C9 1.501
9 C 2.192 -0.833 3.677  O8 1.501, C10 1.673, C14 1.640
10 C 2.121 -0.135 5.195  C9 1.673, C11 1.640, H24 1.194
11 C 0.955 0.946 5.597  C10 1.640, C12 1.656, H25 1.171
12 C -0.151 1.317 4.421  C11 1.656, C13 1.671, H26 1.176
13 C -0.089 0.607 2.909  C12 1.671, C14 1.672, H27 1.175
14 C 1.103 -0.491 2.499  C9 1.640, C13 1.672, H28 1.185
15 C 6.920 1.688 3.515  C5 1.672, O16 1.335, O17 1.471
16 O 7.114 2.127 4.761  C15 1.335
17 O 7.055 2.638 2.401  C15 1.471
18 H 6.793 -1.973 3.999  C4 1.194
19 H 6.313 -0.695 5.369  C4 1.180
20 H 6.857 -0.208 2.079  C5 1.171
21 H 4.667 0.388 4.077  N6 1.043
22 H 5.146 -1.947 2.304  C7 1.171
23 H 3.770 -0.879 1.586  C7 1.194
24 H 2.933 -0.399 6.030  C10 1.194
25 H 0.986 1.413 6.669  C11 1.171
26 H -0.974 2.108 4.701  C12 1.176
27 H -0.878 0.904 2.090  C13 1.175
28 H 1.183 -0.985 1.424  C14 1.185
29 O 3.394 -0.439 -1.511  P30 1.548
30 P 3.892 0.801 -2.294  O29 1.548, N31 1.685, N34 1.708, N37 1.780
31 N 3.458 1.906 -1.098  P30 1.685, C32 1.445, C33 1.466
32 C 2.112 2.289 -0.737  N31 1.445, H40 1.093, H41 1.095, H42 1.090
33 C 4.349 1.915 0.066  N31 1.466, H43 1.095, H44 1.096, H45 1.095
34 N 2.787 0.591 -3.579  P30 1.708, C35 1.450, C36 1.472
35 C 1.465 1.179 -3.664  N34 1.450, H46 1.094, H47 1.099, H48 1.088
36 C 2.706 -0.793 -4.074  N34 1.472, H49 1.092, H50 1.096, H51 1.096
37 N 4.465 2.226 -3.193  P30 1.780, C38 1.450, C39 1.458
38 C 3.972 3.590 -3.185  N37 1.450, H52 1.089, H53 1.097, H54 1.095
39 C 5.296 1.930 -4.353  N37 1.458, H55 1.094, H56 1.096, H57 1.095
40 H 2.118 3.138 -0.049  C32 1.093
41 H 1.572 1.457 -0.275  C32 1.095
42 H 1.551 2.652 -1.598  C32 1.090
43 H 5.209 2.560 -0.141  C33 1.095
44 H 4.727 0.912 0.291  C33 1.096
45 H 3.872 2.286 0.978  C33 1.095
46 H 0.846 0.929 -2.797  C35 1.094
47 H 0.924 0.835 -4.557  C35 1.099
48 H 1.512 2.259 -3.782  C35 1.088
49 H 2.021 -1.395 -3.474  C36 1.092
50 H 3.690 -1.273 -4.052  C36 1.096
51 H 2.371 -0.818 -5.117  C36 1.096
52 H 2.913 3.666 -3.429  C38 1.089
53 H 4.498 4.221 -3.912  C38 1.097
54 H 4.139 4.070 -2.215  C38 1.095
55 H 4.695 1.844 -5.263  C39 1.094
56 H 5.830 0.985 -4.208  C39 1.096
57 H 6.062 2.697 -4.505  C39 1.095
58 O -3.484 3.583 2.776  P59 1.548
59 P -4.427 2.613 2.023  O58 1.548, N60 1.685, N63 1.708, N66 1.780
60 N -4.518 3.558 0.631  P59 1.685, C61 1.445, C62 1.466
61 C -5.207 4.821 0.500  N60 1.445, H69 1.093, H70 1.095, H71 1.090
62 C -3.317 3.512 -0.208  N60 1.466, H72 1.095, H73 1.096, H74 1.095
63 N -5.703 2.780 3.146  P59 1.708, C64 1.450, C65 1.472
64 C -6.779 3.747 3.067  N63 1.450, H75 1.094, H76 1.099, H77 1.088
65 C -5.275 2.685 4.551  N63 1.472, H78 1.092, H79 1.096, H80 1.096
66 N -5.510 1.498 1.157  P59 1.780, C67 1.450, C68 1.458
67 C -6.537 1.777 0.170  N66 1.450, H81 1.089, H82 1.097, H83 1.095
68 C -5.649 0.179 1.762  N66 1.458, H84 1.094, H85 1.096, H86 1.095
69 H -5.247 5.139 -0.546  C61 1.093
70 H -4.722 5.603 1.093  C61 1.095
71 H -6.255 4.742 0.791  C61 1.090
72 H -3.367 2.637 -0.864  C62 1.095
73 H -2.407 3.427 0.396  C62 1.096
74 H -3.195 4.393 -0.846  C62 1.095
75 H -6.407 4.774 3.000  C64 1.094
76 H -7.435 3.698 3.947  C64 1.099
77 H -7.443 3.542 2.230  C64 1.088
78 H -4.907 3.642 4.926  C65 1.092
79 H -4.475 1.944 4.666  C65 1.096
80 H -6.100 2.353 5.191  C65 1.096
81 H -7.287 2.485 0.520  C67 1.089
82 H -7.084 0.872 -0.120  C67 1.097
83 H -6.104 2.161 -0.759  C67 1.095
84 H -6.494 0.145 2.456  C68 1.094
85 H -4.741 -0.083 2.317  C68 1.096
86 H -5.782 -0.599 1.003  C68 1.095
87 O -2.569 -2.295 -3.534  P88 1.548
88 P -2.687 -3.710 -2.915  O87 1.548, N89 1.685, N92 1.708, N95 1.780
89 N -1.549 -3.431 -1.705  P88 1.685, C90 1.445, C91 1.466
90 C -0.122 -3.293 -1.890  N89 1.445, H98 1.093, H99 1.095, H100 1.090
91 C -2.031 -2.589 -0.607  N89 1.466, H101 1.095, H102 1.096, H103 1.095
92 N -2.132 -4.508 -4.319  P88 1.708, C93 1.450, C94 1.472
93 C -0.752 -4.847 -4.611  N92 1.450, H104 1.094, H105 1.099, H106 1.088
94 C -2.758 -4.031 -5.562  N92 1.472, H107 1.092, H108 1.096, H109 1.096
95 N -2.823 -5.336 -2.204  P88 1.780, C96 1.450, C97 1.458
96 C -1.824 -6.142 -1.528  N95 1.450, H110 1.089, H111 1.097, H112 1.095
97 C -3.965 -6.117 -2.666  N95 1.458, H113 1.094, H114 1.096, H115 1.095
98 H 0.398 -3.282 -0.928  C90 1.093
99 H 0.122 -2.379 -2.440  C90 1.095
100 H 0.303 -4.153 -2.409  C90 1.090
101 H -2.568 -3.210 0.117  C91 1.095
102 H -2.722 -1.817 -0.965  C91 1.096
103 H -1.231 -2.073 -0.067  C91 1.095
104 H -0.097 -3.972 -4.579  C93 1.094
105 H -0.647 -5.294 -5.609  C93 1.099
106 H -0.376 -5.612 -3.936  C93 1.088
107 H -2.258 -3.141 -5.950  C94 1.092
108 H -3.813 -3.784 -5.398  C94 1.096
109 H -2.738 -4.807 -6.336  C94 1.096
110 H -0.929 -6.306 -2.126  C96 1.089
111 H -2.206 -7.138 -1.270  C96 1.097
112 H -1.528 -5.693 -0.575  C96 1.095
113 H -3.703 -6.734 -3.531  C97 1.094
114 H -4.788 -5.455 -2.956  C97 1.096
115 H -4.355 -6.765 -1.873  C97 1.095

Computed properties:
calculated total energy: -90703.06257 eV
Kohn-Sham gap: 4.15 eV
energy above the lowest of the compared OMol25 structures with the same formula, charge and spin: 450.0 kcal per mole
maximum force: 7.438 eV Å⁻¹
charge: -1
2S+1: 1


This record from the OMol25 dataset describes a 6-piece molecular cluster, C28H65NO7PS5 overall at a distorted geometry. The level of theory is ωB97M-V/def2-TZVPD.

Each atom is followed by the atoms it is bonded to, with distances in Å.
Positions of all 107 atoms, in Å:
1 C 0.016 -4.283 0.666  C2 1.649, C22 1.646, H23 1.187
2 C -1.164 -4.433 1.808  C1 1.649, C3 1.642, H24 1.175
3 C -2.580 -4.643 1.002  C2 1.642, N4 1.528, H25 1.173
4 N -2.175 -4.609 -0.471  C3 1.528, C5 1.530, C22 1.519
5 C -3.098 -4.726 -1.686  N4 1.530, C6 1.672, H26 1.184, H27 1.190
6 C -3.345 -3.187 -2.290  C5 1.672, C7 1.639, H28 1.178, H29 1.194
7 C -3.475 -2.096 -1.073  C6 1.639, C8 1.639, H30 1.171, H31 1.194
8 C -3.919 -0.587 -1.534  C7 1.639, C9 1.639, H32 1.190, H33 1.184
9 C -3.519 -0.183 -3.072  C8 1.639, C10 1.639, H34 1.194, H35 1.194
10 C -1.932 0.149 -3.315  C9 1.639, C11 1.639, H36 1.170, H37 1.193
11 C -1.331 1.380 -2.415  C10 1.639, C12 1.667, H38 1.192, H39 1.194
12 C -0.069 2.173 -3.160  C11 1.667, C13 1.639, H40 1.187, H41 1.193
13 C 1.385 1.448 -2.944  C12 1.639, C14 1.639, H42 1.194, H43 1.181
14 C 1.455 -0.124 -3.404  C13 1.639, C15 1.662, H44 1.182, H45 1.180
15 C 1.352 -1.140 -2.093  C14 1.662, C16 1.640, H46 1.188, H47 1.174
16 C 2.748 -1.075 -1.235  C15 1.640, C17 1.640, H48 1.187, H49 1.171
17 C 2.575 -0.678 0.347  C16 1.640, C18 1.640, O21 1.499, H50 1.180
18 C 1.399 0.366 0.813  C17 1.640, O19 1.471, H51 1.184, H52 1.171
19 O 1.726 1.801 0.791  C18 1.471, P20 1.772
20 P 3.472 1.756 1.086  O19 1.772, O21 1.774, H53 1.453, H54 1.458, H55 1.460, H56 1.443
21 O 3.835 0.078 0.639  C17 1.499, P20 1.774
22 C -0.704 -4.431 -0.807  C1 1.646, N4 1.519, H57 1.177
23 H 1.162 -4.097 0.913  C1 1.187
24 H -1.098 -4.398 2.981  C2 1.175
25 H -3.686 -4.766 1.374  C3 1.173
26 H -4.117 -5.254 -1.392  C5 1.184
27 H -2.599 -5.445 -2.494  C5 1.190
28 H -4.317 -3.269 -2.951  C6 1.178
29 H -2.365 -2.966 -2.935  C6 1.194
30 H -2.513 -1.990 -0.415  C7 1.171
31 H -4.342 -2.491 -0.353  C7 1.194
32 H -3.337 0.173 -0.827  C8 1.190
33 H -5.065 -0.437 -1.277  C8 1.184
34 H -4.114 0.823 -3.316  C9 1.194
35 H -3.905 -0.966 -3.885  C9 1.194
36 H -1.286 -0.803 -3.101  C10 1.170
37 H -1.810 0.480 -4.455  C10 1.193
38 H -1.042 1.052 -1.306  C11 1.192
39 H -2.169 2.220 -2.274  C11 1.194
40 H -0.335 2.403 -4.294  C12 1.187
41 H 0.016 3.246 -2.644  C12 1.193
42 H 2.154 2.033 -3.645  C13 1.194
43 H 1.827 1.549 -1.853  C13 1.181
44 H 0.648 -0.418 -4.216  C14 1.182
45 H 2.507 -0.317 -3.904  C14 1.180
46 H 1.228 -2.260 -2.468  C15 1.188
47 H 0.388 -0.839 -1.493  C15 1.174
48 H 3.238 -2.155 -1.267  C16 1.187
49 H 3.494 -0.346 -1.769  C16 1.171
50 H 2.602 -1.668 0.988  C17 1.180
51 H 1.276 0.105 1.961  C18 1.184
52 H 0.309 0.251 0.399  C18 1.171
53 H 3.277 3.158 1.412  P20 1.453
54 H 3.586 1.965 -0.353  P20 1.458
55 H 4.884 1.987 1.380  P20 1.460
56 H 3.188 1.437 2.464  P20 1.443
57 H -0.190 -4.405 -1.865  C22 1.177
58 C 9.340 2.712 3.360  S59 1.809, H62 1.093, H63 1.093, H64 1.093
59 S 8.210 1.677 2.399  C58 1.809, O60 1.500, C61 1.809
60 O 7.063 2.542 1.967  S59 1.500
61 C 7.639 0.676 3.794  S59 1.809, H65 1.093, H66 1.093, H67 1.093
62 H 9.790 3.449 2.691  C58 1.093
63 H 8.793 3.230 4.151  C58 1.093
64 H 10.127 2.090 3.793  C58 1.093
65 H 7.196 1.318 4.559  C61 1.093
66 H 8.481 0.120 4.214  C61 1.093
67 H 6.887 -0.028 3.432  C61 1.093
68 C 7.794 -3.246 7.408  S69 1.809, H72 1.093, H73 1.093, H74 1.093
69 S 8.744 -2.110 6.369  C68 1.809, O70 1.500, C71 1.809
70 O 7.789 -1.085 5.833  S69 1.500
71 C 9.068 -3.297 5.042  S69 1.809, H75 1.093, H76 1.093, H77 1.093
72 H 7.451 -2.703 8.292  C68 1.093
73 H 6.928 -3.623 6.858  C68 1.093
74 H 8.431 -4.077 7.720  C68 1.093
75 H 8.125 -3.671 4.636  C71 1.093
76 H 9.664 -4.126 5.430  C71 1.093
77 H 9.626 -2.790 4.251  C71 1.093
78 C -5.418 4.616 -4.985  S79 1.809, H82 1.093, H83 1.093, H84 1.093
79 S -3.669 4.253 -5.271  C78 1.809, O80 1.500, C81 1.809
80 O -3.419 2.848 -4.807  S79 1.500
81 C -3.035 5.367 -3.995  S79 1.809, H85 1.093, H86 1.093, H87 1.093
82 H -6.016 3.995 -5.657  C78 1.093
83 H -5.684 4.387 -3.950  C78 1.093
84 H -5.613 5.669 -5.199  C78 1.093
85 H -3.446 5.093 -3.020  C81 1.093
86 H -3.306 6.397 -4.241  C81 1.093
87 H -1.946 5.279 -3.966  C81 1.093
88 C -2.087 5.380 0.666  S89 1.809, H92 1.093, H93 1.093, H94 1.093
89 S -2.814 4.037 -0.304  C88 1.809, O90 1.500, C91 1.809
90 O -3.911 4.626 -1.140  S89 1.500
91 C -3.590 3.193 1.095  S89 1.809, H95 1.093, H96 1.093, H97 1.093
92 H -1.575 6.063 -0.016  C88 1.093
93 H -2.871 5.923 1.199  C88 1.093
94 H -1.365 4.970 1.375  C88 1.093
95 H -4.282 3.870 1.603  C91 1.093
96 H -2.819 2.853 1.791  C91 1.093
97 H -4.141 2.328 0.718  C91 1.093
98 C -7.092 -3.634 0.642  S99 1.809, H102 1.093, H103 1.093, H104 1.093
99 S -6.919 -1.834 0.677  C98 1.809, O100 1.500, C101 1.809
100 O -5.860 -1.503 1.687  S99 1.500
101 C -8.524 -1.506 1.445  S99 1.809, H105 1.093, H106 1.093, H107 1.093
102 H -6.176 -4.063 0.228  C98 1.093
103 H -7.245 -4.016 1.654  C98 1.093
104 H -7.937 -3.908 0.006  C98 1.093
105 H -8.590 -2.017 2.408  C101 1.093
106 H -9.323 -1.848 0.783  C101 1.093
107 H -8.621 -0.429 1.600  C101 1.093

Computed properties:
calculated total energy: -109360.79600 eV
Kohn-Sham gap: 5.13 eV
maximum force: 6.758 eV Å⁻¹
charge: -1
2S+1: 1